[1]
Computed, not measured: an isolated ion of composition C9H12N3O and charge +1 at a distorted geometry, with ωB97M-V/def2-TZVPD.

Calculated total energy (eV): -16035.4616
HOMO (eV): -12.97
SMILES string: C=C=C(CN)Oc1nccc(C)[nH+]1
Strongest force on any atom (hartree/bohr): 0.1183
Net charge: +1

Geometry as XYZ:
```
25
Properties=species:S:1:pos:R:3:forces:R:3:lowdin_charge:R:1
O -1.502 1.370 -0.684 2.55 3.96 -0.14 0.1237
N -2.951 -0.288 -0.628 0.61 0.95 0.06 0.1699
N -0.700 -0.687 0.081 0.28 2.18 0.66 0.2104
N 1.462 0.969 0.784 0.43 -0.84 -2.25 -0.0034
C 0.216 3.362 -2.991 0.59 -1.04 -2.71 0.0767
C -2.270 -2.371 0.309 -0.05 2.13 -0.05 0.0215
C 0.871 2.211 0.353 -4.68 0.22 3.88 -0.2103
C 0.023 2.707 -1.913 -0.47 -1.86 2.44 0.0058
C -0.114 2.036 -0.761 -0.39 0.67 -3.34 -0.1332
C -0.957 -1.901 0.530 -2.67 -2.04 -1.78 -0.2721
C -3.240 -1.497 -0.163 0.32 0.70 -0.81 -0.0467
C 0.040 -2.810 1.149 3.09 1.36 -1.09 0.0027
C -1.735 0.158 -0.470 1.42 -3.67 1.93 -0.3508
H 1.901 0.904 1.667 0.39 0.63 1.14 0.0883
H 1.113 -2.300 1.156 -2.18 -1.01 0.01 0.1283
H 1.602 2.977 0.244 0.18 0.82 -0.81 0.1207
H 0.177 4.397 -3.084 -0.61 1.84 0.39 0.0596
H 2.197 0.945 0.072 0.24 -1.21 0.53 0.1162
H 0.092 2.614 1.197 2.07 -0.76 -1.39 0.1883
H -0.291 -2.836 2.166 0.11 -0.98 0.78 0.0881
H -2.644 -3.288 0.575 -0.10 -2.29 0.88 0.0952
H 0.441 2.944 -4.020 0.09 -0.16 1.60 0.1161
H 0.177 -3.786 0.583 -0.61 1.13 1.05 0.1284
H 0.220 -0.287 0.515 -0.85 0.54 -1.36 0.1390
H -4.319 -1.594 -0.269 0.23 -1.27 0.39 0.1375
```
Forces are in eV/Å.



[2]
Computed, not measured: a 2-piece molecular cluster, C2H5NOS overall at a distorted geometry, with ωB97M-V/def2-TZVPD.

Calculated total energy (eV): -16520.6635
HOMO (spin up / spin down) (eV): -9.00 / -9.00
Strongest force on any atom (hartree/bohr): 0.0790

Geometry as XYZ:
```
10
Properties=species:S:1:pos:R:3:forces:R:3:lowdin_charge:R:1
S -2.670 -0.011 -2.551 0.32 -0.97 -3.93 0.8825
O -3.013 -1.053 -1.423 -2.53 -2.32 1.17 -0.4948
N -1.794 -0.308 -1.304 2.85 1.25 1.54 -0.3969
C 1.081 0.262 1.066 3.24 -1.21 0.69 -0.0818
C 2.163 0.588 1.785 1.19 1.05 1.60 -0.0943
H 0.172 0.712 1.139 -2.33 1.53 0.68 0.0038
H 3.259 0.232 1.782 -2.17 -0.23 -0.64 0.0659
H 1.036 -0.594 0.437 0.48 -0.43 -0.82 0.0332
H -2.363 -1.180 -3.564 -0.62 2.04 1.25 0.0263
H 2.129 1.354 2.634 -0.43 -0.71 -1.54 0.0561
```
Forces are in eV/Å.



[3]
Computed, not measured: C4H4HgO as an isolated structure at a distorted geometry, with ωB97M-V/def2-TZVPD.

Calculated total energy (eV): -10417.8573
<S²>: 0.7742
HOMO (spin up / spin down) (eV): -12.74 / -13.27
Strongest force on any atom (hartree/bohr): 0.1303
Multiplicity: 2
Net charge: +1

Geometry as XYZ:
```
10
Properties=species:S:1:pos:R:3:forces:R:3:lowdin_charge:R:1
Hg -3.567 -1.396 1.496 -6.56 0.33 -1.30 1.4354
O -1.815 -1.420 1.723 5.46 -1.53 2.93 -0.4785
C 1.833 1.555 -1.852 -0.54 -0.85 1.00 0.0222
C -0.646 -0.114 0.113 -1.06 -1.20 1.54 0.1686
C -0.711 -0.947 1.150 2.23 2.69 -3.32 -0.3777
C 2.050 0.815 -0.911 0.49 0.80 -0.94 -0.0258
H -1.360 0.378 -0.549 0.62 0.01 -0.06 0.0531
H 1.449 2.167 -2.650 0.36 -0.19 0.27 0.0327
H 2.542 0.239 -0.145 -0.41 0.18 -0.27 0.0313
H 0.225 -1.277 1.625 -0.59 -0.24 0.13 0.1388
```
Forces are in eV/Å.



[4]
Computed, not measured: C12H10BrF5Zn as an isolated structure at a distorted geometry, with ωB97M-V/def2-TZVPD.

Calculated total energy (eV): -144654.0335
HOMO (eV): 0.01
Strongest force on any atom (hartree/bohr): 0.0381
Net charge: -2

Geometry as XYZ:
```
29
Properties=species:S:1:pos:R:3:forces:R:3:lowdin_charge:R:1
Br 1.170 -2.699 1.554 0.49 -1.05 0.69 -0.0410
Zn -0.006 -0.829 0.988 -0.69 1.54 -0.99 0.4267
F -0.174 2.045 4.140 0.04 0.22 0.26 0.1127
F -1.348 1.958 1.342 0.38 -0.42 0.73 -0.0155
F 1.007 2.521 2.365 -0.26 -0.26 0.64 0.1097
F -1.721 0.320 2.807 -0.04 0.60 0.42 -0.0481
F 1.217 0.566 3.342 -0.51 0.82 0.21 0.0655
C -0.721 0.915 2.023 0.47 -0.72 -0.46 -0.3714
C 2.538 -0.417 -0.643 -0.47 0.85 -0.15 -0.2520
C -1.301 -2.223 -1.135 -0.21 0.28 -0.10 -0.2190
C 0.319 1.541 2.997 0.02 -0.79 -1.33 -0.5739
C -2.438 -0.359 -0.359 -0.07 -0.42 -0.55 -0.2147
C 2.155 0.773 0.077 -0.06 -0.69 -0.77 -0.2547
C -1.973 -0.100 -1.667 -0.77 -0.09 0.58 -0.1949
C 1.936 -0.352 -1.929 0.60 0.74 0.69 -0.2209
C -1.286 -1.237 -2.137 -0.43 -0.66 0.07 -0.2071
C 1.345 1.564 -0.782 0.44 -0.69 -0.92 -0.2039
C -1.989 -1.683 0.011 0.16 0.46 -0.31 -0.2955
C 1.237 0.873 -2.031 0.49 0.38 1.03 -0.2183
H -0.923 -3.246 -1.217 0.07 0.48 0.10 0.0677
H 0.947 2.549 -0.562 -0.09 -0.15 0.05 0.0598
H -2.373 -2.271 0.847 0.20 0.20 -0.15 0.0701
H 2.052 -1.080 -2.712 -0.09 -0.25 -0.16 0.0526
H 0.746 1.257 -2.913 -0.29 -0.12 -0.01 0.0544
H -2.157 0.813 -2.231 0.19 -0.15 0.20 0.0703
H -3.140 0.256 0.217 0.63 -0.14 -0.13 0.0757
H 2.555 1.079 1.033 -0.09 -0.08 0.10 0.0532
H -0.903 -1.359 -3.148 0.23 0.09 0.34 0.0718
H 3.228 -1.174 -0.276 -0.36 0.04 -0.06 0.0408
```
Forces are in eV/Å.



[5]
Computed, not measured: the molecule CH4BBrO2 at a distorted geometry, with ωB97M-V/def2-TZVPD.

Calculated total energy (eV): -75918.0829
HOMO (eV): -9.73
SMILES string: OB(O)CBr
Strongest force on any atom (hartree/bohr): 0.0647

Geometry as XYZ:
```
9
Properties=species:S:1:pos:R:3:forces:R:3:lowdin_charge:R:1
Br -1.918 1.303 1.240 -0.24 0.33 -0.03 0.6629
O 0.741 1.350 -0.312 -0.68 -0.87 -0.10 0.1212
O 1.011 -1.023 -0.743 1.95 -1.01 -2.30 0.1411
C -1.005 -0.257 0.586 1.53 0.98 0.43 -0.5025
B 0.304 0.040 -0.287 0.07 0.95 1.44 -0.7384
H -0.905 -0.871 1.458 0.85 -0.25 0.50 0.0445
H 1.662 1.317 -0.529 0.97 0.48 -0.45 0.0859
H -1.658 -0.820 0.039 -2.09 -1.20 -1.76 0.0116
H 1.767 -1.038 -1.453 -2.35 0.60 2.27 0.1736
```
Forces are in eV/Å.



[6]
Computed, not measured: a 2-piece molecular cluster, C21H19N3O4 overall at a distorted geometry, with ωB97M-V/def2-TZVPD.

Calculated total energy (eV): -34744.7649
HOMO (eV): -6.23
Strongest force on any atom (hartree/bohr): 0.0433

Geometry as XYZ:
```
47
Properties=species:S:1:pos:R:3:forces:R:3:lowdin_charge:R:1
O 2.211 -0.618 0.508 1.43 0.48 0.53 -0.0343
O -1.962 -2.282 -0.485 -1.24 -0.71 -0.17 -0.0307
O 1.352 -5.054 0.902 0.20 -0.54 0.16 0.0346
O -6.213 1.308 1.010 1.87 -0.40 1.15 -0.0616
N 1.814 -2.848 0.718 -0.64 -0.36 -0.10 0.1842
N 1.107 3.546 2.028 -1.33 -0.64 -0.05 -0.0395
N -0.320 -3.702 0.199 0.69 0.19 0.20 0.1855
C -3.774 1.319 0.645 -0.81 0.14 -0.26 0.0108
C -0.069 2.853 1.983 1.41 0.68 0.21 0.0614
C 0.971 -3.935 0.624 0.10 -0.48 0.05 -0.5226
C -1.023 0.830 3.115 0.65 1.57 -0.66 0.1379
C -2.515 1.198 1.162 0.34 -0.13 0.75 -0.0046
C 3.341 3.123 3.187 -0.49 0.44 -0.46 -0.0042
C -6.334 1.587 -0.365 -0.19 0.08 -0.56 -0.0854
C 2.027 2.838 2.818 -0.08 -0.84 0.40 -0.1396
C -2.314 0.861 2.521 -0.21 -0.01 -0.36 -0.2017
C 1.418 -1.551 0.421 -1.12 1.30 -0.55 -0.5550
C 1.295 4.868 1.441 -0.15 -0.03 -0.09 0.0132
C 3.389 1.048 4.429 0.02 0.10 0.01 -0.0633
C 0.045 1.685 2.747 -0.85 -1.32 0.50 -0.1167
C 4.007 2.222 3.981 -0.05 -0.21 0.09 -0.0679
C 1.394 1.667 3.272 0.42 0.18 0.16 -0.1037
C -3.458 0.624 3.316 0.51 -0.01 -0.35 -0.0004
C 2.089 0.763 4.086 -0.38 0.39 -0.39 0.0018
C -4.906 1.144 1.457 -0.72 0.17 -0.20 -0.2019
C -4.712 0.795 2.804 -0.66 0.20 -0.20 0.0148
C 0.083 -1.352 0.016 0.43 -1.12 0.61 -0.0055
C -0.803 -2.439 -0.111 -0.10 1.75 -0.28 -0.5532
H -5.576 0.704 3.438 -0.22 -0.15 0.08 0.1230
H 1.606 -0.137 4.426 -0.03 -0.23 0.04 0.1163
H 3.803 4.037 2.860 0.28 0.15 -0.07 0.1036
H -5.828 2.522 -0.607 0.01 0.03 -0.13 0.0940
H -3.894 1.556 -0.396 0.09 -0.04 -0.17 0.1088
H -0.908 0.262 4.025 0.17 -0.32 0.07 0.1347
H -5.921 0.765 -0.951 0.02 0.05 -0.12 0.1044
H -0.955 -4.481 0.116 0.22 -0.02 0.05 0.1560
H -3.320 0.364 4.352 -0.08 -0.09 0.22 0.1210
H 2.765 -3.001 1.019 -0.15 -0.12 -0.07 0.1547
H 0.586 5.570 1.876 0.01 0.02 0.06 0.0991
H 5.028 2.418 4.260 0.16 0.07 0.06 0.1062
H 2.301 5.237 1.617 0.01 -0.18 0.07 0.0875
H -0.967 3.234 1.528 0.14 0.27 -0.14 0.1424
H 3.938 0.364 5.056 0.07 -0.06 0.02 0.1079
H -0.261 -0.358 -0.204 0.04 0.03 -0.15 0.0783
H -1.657 1.331 0.527 0.09 -0.17 -0.18 0.1098
H -7.391 1.693 -0.606 0.06 -0.06 0.25 0.0985
H 1.124 4.819 0.369 0.06 -0.02 -0.04 0.1015
```
Forces are in eV/Å.



Looking at energy above the lowest of the compared OMol25 structures with the same formula, charge and spin for the records above, in order, we have 96.4; 178.0; 146.4; 0.0; 1.4; 56.5 kcal/mol.